No. 1
Formula: C44H60Cl2KN7
Source: OMol25
Level of theory: ωB97M-V/def2-TZVPD

```
! wB97M-V def2-TZVPD RIJCOSX def2/J DEFGRID3
* xyz -2 1
C 3.3808 -0.2889 3.0720
H -1.7387 4.0625 0.1560
C -4.8938 -3.1256 1.3326
K -0.5444 0.1257 -0.6592
H 4.0503 0.8619 -0.4956
H 3.9558 -1.3315 -1.7633
H -1.2375 -2.2793 4.8880
H 5.4837 -2.1694 2.6789
C 4.5559 0.3385 3.4850
H 3.5417 0.0752 -2.7454
C -3.7765 0.2255 -4.3413
H 0.8402 4.8340 -4.3917
H 3.6458 3.5678 3.1717
C -1.5732 -2.1051 3.8741
C 3.4084 4.1956 -2.2619
C 1.6588 -1.9778 -3.5009
C 4.5379 -2.3320 2.1566
H 2.4601 -2.1631 4.9265
H 4.6038 -1.8336 1.1881
H 1.8992 4.7818 2.6661
C 2.0261 -3.7599 0.2901
H 3.0593 5.5267 -3.8857
H -2.2890 1.2703 4.0172
C 2.2714 0.4985 2.7239
C -3.1384 1.8328 -2.1469
H 2.3986 -4.2141 1.1996
C 3.5669 2.4878 3.1542
H 0.0156 -3.1907 -2.8272
H 2.9791 -0.3290 0.2280
H 1.9173 -1.3797 -4.3819
C 3.1624 3.1356 -1.4168
H 4.4461 -3.4082 1.9868
N -0.6856 -1.2806 -3.3645
H -0.0128 -2.8903 -4.5640
C 0.4254 3.6338 -2.7531
N 1.9268 1.1633 -0.7042
C -3.7673 -2.8531 -4.6616
C -3.7319 -2.2607 0.8465
N -2.4073 0.6043 -2.3839
C 0.6118 2.9918 -1.4646
C 1.8383 -1.1353 -2.2500
H -2.2586 -2.3358 -0.7534
H -0.5647 3.4962 -3.1714
H -3.6997 3.0488 -0.4839
H 5.5817 2.1868 3.8468
H -3.2138 0.4685 2.9851
H 0.5990 4.5998 1.4859
C -4.6650 -1.9538 -5.2452
N -0.3231 2.7892 -0.5959
C 1.9678 2.3580 -1.1917
H 0.6261 2.2168 1.6115
H -2.6829 1.7048 -0.0330
C -2.7656 -0.1413 -3.3781
H -2.6688 1.9327 2.6017
C -4.5862 -0.5671 -5.1258
C -1.9501 -1.3944 -3.6010
C 3.3410 -2.4617 4.3577
H 4.2264 -2.1728 4.9310
H 3.3362 -3.5520 4.2686
H 4.4194 4.5949 -2.1901
C 0.3510 -0.7004 3.1294
H -5.6319 -3.2410 0.5340
H 2.4303 -2.0817 2.4696
C 4.6577 1.7154 3.5323
H 4.0090 2.8205 -0.8165
H 1.1605 -0.3027 -2.3863
H 2.5471 -2.8358 0.0631
H -4.2222 1.6503 -2.2048
C 3.1048 0.3260 -0.6428
H -1.6640 4.1246 -1.5978
H -3.5071 -3.1903 3.7019
H -5.4696 -2.3641 -5.8444
H 1.4566 -1.7111 -1.3960
H -0.6773 3.3760 3.3713
N -3.0619 1.3986 3.3722
H -5.3121 -0.0116 -5.7182
H -4.0025 -3.9054 -4.8149
H -3.8024 -3.0617 -1.1798
H -4.8956 -0.9696 -0.4732
C -1.6148 3.4411 -0.7417
H -2.9175 2.5688 -2.9377
H 2.3053 -2.8624 -3.5008
C -2.5968 -2.6312 -3.9772
C 2.6076 4.7829 -3.2395
H -5.3887 -2.6713 2.1945
C 1.5036 4.1313 1.8780
H -3.4037 -0.2606 0.1751
C 1.1643 2.7415 2.4033
H 5.4113 -0.2700 3.7593
H -4.5485 -4.1209 1.6235
C 0.2473 2.8512 3.6254
H -2.6853 -3.9204 -0.0962
H 0.7454 3.4076 4.4267
C -3.0824 -2.9379 -0.3661
C -2.7386 -2.5721 3.2620
H -2.0491 -3.5209 -3.6872
H -3.9711 1.2893 -4.4055
C 1.2804 4.4168 -3.4873
C 2.3750 1.9046 2.7506
C 0.1879 -2.4156 -3.5918
Cl 0.3199 -3.4146 0.4850
C -2.7074 -2.0657 1.9469
N -1.6063 -1.3274 1.7243
C 3.3564 -1.8034 2.9764
C -0.9069 -1.3438 2.9006
H -4.8188 -0.4105 1.2185
H 2.2289 4.0883 1.0643
C -4.2575 -0.8908 0.4112
Cl 2.3673 -4.8994 -1.0434
N 1.0678 -0.0743 2.2695
C -2.8139 2.4832 -0.7913
C 3.1997 -0.5485 -1.9119
H 0.6946 -0.7698 4.1744
H -0.0161 1.8657 4.0119
*
```

Output
E	-3616.27504	hartree
E_HOMO	-1.3972	eV
LUMO	0.1431	hartree
gap between HOMO and LUMO	0.1945	Eh
max |F|	0.0199	hartree/bohr

No. 2
Formula: C44H62N12O6P3
Source: OMol25
Level of theory: ωB97M-V/def2-TZVPD

```
! wB97M-V def2-TZVPD RIJCOSX def2/J DEFGRID3
* xyz 1 1
O 1.5672 -5.3554 2.3954
C 7.8914 -2.0726 8.1479
C 4.1644 -4.2901 -1.1992
N 0.5987 -6.1251 1.7004
H 0.2094 6.5331 2.3809
H 3.3284 -0.8953 6.4477
H -4.5550 -1.9107 0.7715
C 1.3942 -3.2102 -0.2739
C -0.3457 -2.1852 -5.0269
H 2.2677 -3.3428 5.9694
H -1.4817 2.8894 -8.0596
C -7.3013 0.4182 -4.7363
C -1.5149 -3.6638 -3.8148
C -3.8436 4.2388 -4.3887
C 1.3125 -4.0652 2.6160
O 1.9813 -3.4217 3.3512
H -0.6274 -5.4527 -4.6926
H -3.1909 2.5260 -6.2776
H -2.9660 -2.3160 2.6723
H 4.4111 -0.8445 1.6801
C 6.9234 -2.2766 7.2007
N -1.2964 -2.3307 -4.0559
N -2.7377 1.7670 -6.7583
H 4.1659 -4.7080 -0.1970
N 3.4860 -1.9114 -0.8392
H -1.4181 5.8049 -2.8880
C 4.0611 -0.5947 -0.4741
H 0.4991 -5.8020 0.7486
N -0.9338 5.9664 0.6734
C 1.5686 6.9987 -1.6422
C 2.2695 -2.8081 6.9059
H 3.2603 0.1300 -0.3691
H -2.2394 -3.9879 -3.0857
C -2.1671 5.4922 -3.5964
C -0.9801 -3.1348 2.7337
C -2.0586 -2.5201 2.1258
C -1.0210 4.6735 2.4677
H 2.9408 -0.3976 8.8641
H -0.6894 0.4450 -8.9124
H 7.7947 -2.3074 10.3735
O -2.4222 1.4820 -0.3461
H -2.9531 3.8542 -2.5129
H 6.9486 -2.1703 6.1296
H -6.6916 0.5385 -1.5032
C 4.9365 -0.5706 0.7674
H -4.0835 5.3248 -6.2663
H 3.1680 -2.9708 0.9640
C 2.5976 -2.3943 0.2494
H -2.1089 -1.3526 -7.4547
C -0.4682 5.8163 1.9505
H 4.6691 -0.2766 -1.3095
O 5.5694 -2.4493 -1.5639
N 2.5811 6.7673 -2.5322
P -1.0485 -3.5985 4.5167
H -0.2771 -6.1248 2.2058
H 4.9115 -2.8990 7.3958
N 5.7840 -2.6774 7.8429
C 0.1463 -3.3978 1.9429
C -2.1588 -0.2787 -7.3847
C 2.8949 7.9291 -3.1826
O -3.5069 1.1179 1.9307
H 4.9172 -4.7831 -1.7946
C -1.4155 0.6617 -8.1472
N -2.4579 -3.5687 5.1903
C 1.7246 -3.2458 8.1462
H 5.2803 0.4488 0.9052
H -3.1898 -3.2748 4.5549
H 2.2104 -1.5104 0.7401
H -0.4606 -4.8821 4.5228
H -4.5773 3.4498 -4.3752
H -7.1989 0.5030 -5.8045
H -2.0465 6.8413 -5.3032
H 1.6347 -4.2660 -0.2092
N -8.4501 -0.0604 -4.1738
C -0.9452 -2.3874 0.0867
P -3.4729 -1.4278 0.0208
C -0.6896 -4.3789 -4.6392
P -3.5877 0.7088 0.4023
O -4.8869 1.0447 -0.1604
C -6.4360 0.7232 -3.7190
H -9.2587 -0.3627 -4.6845
H -1.9326 0.9329 -0.9721
H 0.7852 -3.6591 -6.1673
H -0.9553 -2.0820 -0.9478
C 7.3118 -2.3629 9.4126
H -2.9475 0.5507 2.4760
C -1.8501 4.1133 1.4569
H -3.6870 0.1110 -5.8018
H -0.0435 -1.2084 -5.3628
C 2.8170 -1.5674 7.1156
C 1.9627 -2.2572 9.0627
H -5.4425 1.1238 -3.8379
C -2.5062 5.9950 -4.8223
C 1.2305 8.3238 -1.7266
H -0.0695 -2.7912 5.1186
N -2.0455 -2.1668 0.8242
H 8.9017 -1.7527 7.9572
H -9.1380 -0.4084 -2.1855
H 3.6733 7.9558 -3.9251
C -2.9672 0.4352 -6.5354
H 5.8128 -1.1972 0.6679
C -3.5721 5.2000 -5.3262
H -1.7676 -1.5720 -3.6007
H 1.7199 -2.1900 10.1089
C 0.0507 -3.4380 -5.4119
H 5.2324 -3.0295 9.8707
C 6.0118 -2.7328 9.1899
C -7.0901 0.4178 -2.4931
H 1.1813 6.2037 -1.0274
C 0.1887 -3.0014 0.6027
H -0.6975 6.7206 0.0538
N 2.6284 -1.2460 8.4277
H -2.4387 3.2190 1.5205
H -2.2556 4.8804 -0.5943
H 1.1647 -2.9651 -1.3036
H 2.0761 9.9430 -3.0224
H 3.2040 -4.4573 -1.6770
H 3.0252 5.8820 -2.6865
H 0.4661 8.8206 -1.1510
C -1.7963 1.9121 -7.7364
C 4.4938 -2.8221 -1.1985
H -0.8499 4.2852 3.4576
N -2.9810 4.4193 -3.3409
C 2.0734 8.9140 -2.7066
C -1.7776 4.9372 0.3679
C -8.3311 -0.0660 -2.8100
H 1.2221 -4.1778 8.3429
*
```

Output
E	-3846.05642	hartree
E_HOMO	-9.5057	eV
LUMO	-0.1986	hartree
gap between HOMO and LUMO	0.1507	Eh
max |F|	0.0357	hartree/bohr

No. 3
Formula: C44H65NO30
Source: OMol25
Level of theory: ωB97M-V/def2-TZVPD

```
! wB97M-V def2-TZVPD RIJCOSX def2/J DEFGRID3
* xyz 0 1
O 16.7395 21.6752 -29.3636
O 19.4756 15.5040 -26.4966
H 18.9937 13.3964 -22.4226
H 20.7312 23.2143 -16.1281
C 17.2969 12.0155 -19.8177
H 19.4698 12.2261 -20.1001
C 22.5442 13.0898 -15.2768
C 26.7836 19.8916 -15.5650
H 22.3230 16.6722 -17.4818
O 22.8647 14.1958 -14.5272
C 18.4110 13.4884 -21.5060
O 22.3826 11.8669 -14.9990
H 19.4743 21.9814 -16.0860
O 21.3765 23.2423 -13.6940
H 26.5698 28.4636 -25.2977
O 25.4483 26.1677 -24.2038
H 30.2289 21.7449 -13.6586
C 12.0613 17.0506 -20.0746
H 21.8818 19.9241 -25.4132
O 20.5184 17.4157 -26.2516
H 17.5011 12.2846 -18.7814
O 26.3440 27.4377 -17.3209
C 18.0735 10.0448 -20.7874
H 14.1304 15.9456 -21.9789
C 16.8158 27.1051 -18.5250
H 23.6182 16.4146 -26.0541
H 27.4943 26.9660 -25.1544
O 17.2235 10.5637 -19.9084
C 16.4073 22.6663 -28.3764
O 11.3727 17.2177 -19.0730
O 16.1370 19.5207 -29.7039
H 25.0757 28.7910 -23.1718
C 13.0483 15.9908 -21.8554
C 16.3772 20.4383 -28.9436
H 28.8603 29.0362 -16.1659
O 18.3721 8.8464 -21.0257
H 27.9476 20.1239 -12.9054
H 19.0539 29.3498 -16.8424
H 23.5619 16.0745 -14.8827
C 21.9176 17.8485 -26.1882
H 25.5408 29.1811 -15.6302
H 19.1789 23.6877 -15.6804
H 22.2664 18.2006 -27.1590
O 24.9229 27.1713 -15.6528
H 25.7276 27.7250 -21.7541
C 22.7471 15.4540 -15.2557
O 23.7332 23.1166 -13.3014
H 29.7544 19.7669 -15.2089
O 17.6297 26.6487 -19.3671
H 21.0025 20.5544 -15.0930
O 28.0495 20.5716 -15.7710
H 29.6363 22.4920 -15.1149
O 15.7901 26.5428 -18.0394
C 27.0603 27.7929 -24.5922
C 29.3665 21.7927 -14.3235
H 21.7879 18.6779 -24.1672
H 26.1875 28.1274 -14.3245
H 19.7053 27.1423 -19.2270
H 28.6350 18.6234 -13.4544
C 13.4115 18.5261 -22.9741
H 12.8360 19.3652 -23.3649
H 14.0060 18.0343 -23.7440
N 18.9901 22.2268 -20.6873
C 21.0700 21.0658 -14.1328
H 23.9023 14.5642 -16.8290
C 12.5625 17.4375 -22.2851
H 19.6823 27.7131 -17.2126
C 20.3709 22.3934 -14.1882
H 27.8044 28.4797 -24.1887
H 19.7099 22.5045 -13.3286
H 15.5665 23.2743 -28.7103
C 22.8755 14.8422 -16.5910
C 22.6395 22.5431 -13.5028
C 25.2482 27.8099 -22.7293
O 24.1897 26.3905 -17.7259
C 18.4588 28.5862 -18.6824
O 18.5674 11.1046 -21.4295
O 24.0587 27.1216 -22.7396
H 20.9995 22.9422 -20.4691
H 28.5333 22.2690 -13.8067
O 12.3018 17.9864 -21.0258
H 18.5332 29.4717 -19.3136
H 19.1018 18.9852 -20.1985
C 18.5116 12.2390 -20.6195
H 22.7308 16.4245 -24.5836
H 18.5271 14.4334 -20.9753
H 28.2129 28.6699 -17.7383
C 27.0712 27.7125 -16.1964
C 22.1994 15.6012 -17.6423
C 28.9709 20.3663 -14.7454
H 18.5678 23.0931 -20.9896
C 16.3133 21.7600 -27.2271
O 23.2011 25.5971 -24.1202
H 17.6642 22.8925 -25.8697
H 17.3697 20.8688 -20.7133
H 17.1378 23.4444 -28.1552
H 26.9038 26.4135 -22.9477
H 17.4641 13.4255 -22.0421
H 23.2380 18.8520 -25.0251
H 21.6186 20.4120 -19.9814
C 27.9311 28.8318 -16.6979
H 15.4000 22.0868 -26.7299
C 18.4386 21.0036 -20.6374
C 22.1585 18.8986 -25.1683
O 25.8248 19.8205 -16.3182
C 20.6122 20.7457 -20.1872
H 11.6334 17.4028 -22.8540
O 22.3844 13.5543 -16.5037
O 27.0049 19.1476 -14.4922
O 17.1932 28.3714 -18.1756
H 20.4031 20.5338 -13.4544
C 17.4895 21.8669 -26.1950
H 20.5117 29.0184 -17.9400
C 19.5204 28.7193 -17.5992
C 26.2603 27.0416 -23.5638
O 16.1616 20.4163 -27.7025
C 19.3773 20.0144 -20.3749
O 12.5220 15.9168 -20.5489
C 18.7568 27.4856 -19.6401
C 25.0500 26.9782 -16.9828
H 18.4624 21.5523 -26.5726
H 14.1382 18.9830 -22.3024
H 12.5250 15.1677 -22.3419
H 18.9000 27.7614 -20.6848
C 20.3590 22.0727 -20.4805
C 25.8846 28.1800 -15.3702
H 21.8391 16.0476 -15.1490
C 22.6080 16.5300 -25.6615
H 27.5464 29.8392 -16.5393
C 19.8705 22.8531 -15.5652
H 17.3489 21.2239 -25.3261
C 20.4536 16.1124 -26.2888
C 28.1691 19.5454 -13.8022
H 16.3308 12.3804 -20.1664
O 21.5690 15.6178 -26.0284
H 21.1096 15.5803 -17.6474
H 22.3569 15.3818 -18.6984
H 27.5225 26.8122 -15.7794
O 22.3523 21.2255 -13.6567
C 24.1137 26.2393 -23.6922
*
```

Output
E	-4027.35697	hartree
E_HOMO	-8.5591	eV
LUMO	-0.0039	hartree
gap between HOMO and LUMO	0.3107	Eh
max |F|	0.1439	hartree/bohr